No. 1
A structure of composition C33H77ClFeN11O11 at a distorted geometry. Source: OMol25; level of theory: wB97M-V/def2-TZVPD.

Strongest force on any atom = 3.0 eV Å⁻¹
HOMO (alpha / beta) = -0.3945 / -0.3578 hartree
Multiplicity = 5
Energy = -121291.0527 eV
Expectation value of S² = 6.01
Orbital gap (alpha / beta) = 9.27 / 8.27 eV
Charge = +1
Relative energy (zero: lowest compared OMol25 entry of this formula, charge and spin) = 0.0 kcal per mole
Lowest unoccupied orbital energy (alpha / beta) = -1.46 / -1.46 eV

CARTESIAN COORDINATES (ANGSTROEM)
Fe1 -0.11 -0.12 0.13
Cl1 1.30 1.70 0.57
C1 1.61 -1.09 -2.59
O1 1.04 -0.60 -1.58
N1 2.86 -0.80 -2.97
C2 3.39 -1.48 -4.19
C3 3.54 0.38 -2.41
H1 1.14 -1.83 -3.23
H2 4.36 -1.94 -3.97
H3 3.55 -0.79 -4.99
H4 2.69 -2.29 -4.42
H5 4.44 0.15 -1.82
H6 3.86 1.03 -3.20
H7 2.84 0.94 -1.80
C4 -4.88 -1.04 5.40
O2 -4.67 0.06 4.92
N2 -3.92 -1.95 5.54
C5 -4.16 -3.14 6.30
C6 -2.56 -1.68 5.23
H8 -5.90 -1.37 5.73
H9 -3.86 -4.10 5.85
H10 -5.23 -3.22 6.53
H11 -3.68 -3.11 7.30
H12 -2.58 -0.82 4.54
H13 -1.90 -1.48 6.05
H14 -2.18 -2.56 4.71
C7 -0.11 4.71 0.94
O3 -1.20 4.61 0.39
N3 0.29 5.65 1.75
C8 1.62 5.63 2.22
C9 -0.56 6.75 2.06
H15 0.56 3.90 0.67
H16 2.20 6.54 2.01
H17 2.09 4.82 1.68
H18 1.65 5.39 3.29
H19 -0.68 6.62 3.14
H20 -0.30 7.74 1.77
H21 -1.57 6.50 1.72
C10 -2.23 -2.46 -0.86
O4 -1.37 -1.89 -0.21
N4 -3.28 -3.02 -0.34
C11 -4.20 -3.82 -1.16
C12 -3.59 -2.86 1.04
H22 -2.23 -2.51 -1.98
H23 -5.21 -3.44 -1.13
H24 -4.26 -4.87 -0.89
H25 -3.97 -3.80 -2.24
H26 -3.35 -3.76 1.62
H27 -2.98 -2.05 1.42
H28 -4.59 -2.50 1.11
C13 -1.44 -1.50 -5.66
O5 -0.96 -1.72 -4.57
N5 -0.97 -1.88 -6.90
C14 -1.70 -1.46 -8.10
C15 0.34 -2.42 -7.02
H29 -2.43 -1.02 -5.83
H30 -1.20 -0.64 -8.59
H31 -2.69 -1.13 -7.82
H32 -1.68 -2.34 -8.74
H33 0.26 -3.35 -7.61
H34 1.17 -1.78 -7.34
H35 0.45 -2.80 -5.99
C16 3.87 -1.61 1.02
O6 3.46 -2.77 0.90
N6 5.21 -1.28 1.13
C17 5.63 0.11 0.98
C18 6.11 -2.40 1.16
H36 3.28 -0.70 0.84
H37 6.22 0.48 1.85
H38 4.75 0.71 0.91
H39 6.19 0.21 0.06
H40 6.54 -2.47 0.14
H41 6.92 -2.33 1.85
H42 5.50 -3.27 1.25
C19 0.92 -0.45 4.07
O7 0.14 -1.18 4.68
N7 2.22 -0.38 4.32
C20 2.91 0.66 3.66
C21 2.77 -0.94 5.54
H43 0.62 0.26 3.26
H44 3.94 0.34 3.43
H45 2.97 1.56 4.28
H46 2.31 0.95 2.79
H47 3.64 -1.55 5.27
H48 3.23 -0.15 6.15
H49 2.00 -1.49 6.06
C22 -2.37 1.17 1.74
O8 -1.41 0.41 1.61
N8 -2.61 1.96 2.76
C23 -3.93 2.64 2.87
C24 -1.63 2.19 3.83
H50 -3.23 1.27 1.02
H51 -4.45 2.47 1.93
H52 -3.67 3.67 2.96
H53 -4.59 2.30 3.69
H54 -1.75 1.52 4.71
H55 -0.75 2.00 3.29
H56 -1.62 3.26 4.01
C25 0.80 -2.84 1.72
O9 0.69 -1.67 1.40
N9 0.83 -4.00 1.05
C26 1.24 -5.16 1.79
C27 1.00 -3.98 -0.37
H57 0.86 -3.03 2.82
H58 0.64 -5.98 1.38
H59 0.80 -5.06 2.79
H60 2.31 -5.31 1.72
H61 2.07 -3.94 -0.61
H62 0.51 -4.86 -0.79
H63 0.59 -3.05 -0.78
C28 2.39 2.29 -5.03
O10 3.56 2.65 -5.24
N10 1.59 2.75 -4.08
C29 0.21 2.24 -3.92
C30 2.11 3.55 -3.03
H64 1.89 1.51 -5.63
H65 -0.45 2.98 -3.47
H66 0.12 1.31 -3.34
H67 -0.21 2.08 -4.95
H68 3.15 3.28 -3.02
H69 2.03 4.61 -3.14
H70 1.63 3.27 -2.08
C31 -1.90 2.00 -1.46
O11 -1.49 0.83 -1.41
N11 -2.61 2.49 -2.51
C32 -3.04 1.62 -3.60
C33 -3.05 3.89 -2.39
H71 -1.66 2.75 -0.71
H72 -2.74 0.64 -3.24
H73 -2.59 1.93 -4.54
H74 -4.12 1.73 -3.71
H75 -3.02 4.17 -1.35
H76 -2.30 4.40 -2.92
H77 -4.02 4.02 -2.85

No. 2
A structure of composition C22H66BaBrN3O20 at a distorted geometry. Source: OMol25; level of theory: wB97M-V/def2-TZVPD.

Strongest force on any atom = 5.8 eV Å⁻¹
HOMO = -0.0962 hartree
Energy = -140035.2624 eV
Orbital gap = 5.95 eV
Charge = -2
Lowest unoccupied orbital energy = 3.33 eV

CARTESIAN COORDINATES (ANGSTROEM)
Ba1 -13.64 16.60 19.30
Br1 -16.56 18.10 19.48
N1 -9.98 15.26 19.71
O1 -9.63 15.15 20.89
O2 -9.21 15.28 18.74
O3 -11.17 15.47 19.46
N2 -13.49 14.72 22.67
O4 -13.71 15.49 21.78
O5 -14.44 14.19 23.23
O6 -12.32 14.57 23.04
N3 -11.75 18.53 22.25
O7 -12.31 18.36 21.17
O8 -10.93 17.71 22.60
O9 -11.98 19.50 22.99
C1 -18.68 13.43 22.22
C2 -17.70 14.61 21.91
O10 -18.33 15.45 20.98
H1 -18.23 12.89 23.05
H2 -18.77 12.78 21.35
H3 -19.68 13.81 22.48
H4 -16.71 14.29 21.58
H5 -17.58 15.20 22.82
H6 -17.71 16.17 20.80
C3 -15.12 16.41 15.96
C4 -13.70 16.04 15.74
O11 -13.14 15.55 16.91
H7 -15.57 16.82 15.05
H8 -15.36 17.13 16.74
H9 -15.63 15.48 16.22
H10 -13.10 16.91 15.44
H11 -13.55 15.38 14.88
H12 -12.21 15.41 16.73
C5 -16.70 19.61 14.09
C6 -17.37 19.31 15.40
O12 -16.52 19.78 16.40
H13 -15.63 19.40 14.12
H14 -16.84 20.66 13.85
H15 -17.16 19.05 13.27
H16 -17.48 18.23 15.46
H17 -18.30 19.88 15.29
H18 -16.74 19.26 17.18
C7 -16.49 18.37 23.66
C8 -15.12 18.68 23.20
O13 -14.43 19.60 24.08
H19 -17.03 19.31 23.62
H20 -16.45 18.00 24.68
H21 -17.02 17.66 23.02
H22 -15.15 19.13 22.20
H23 -14.57 17.75 23.07
H24 -13.54 19.74 23.75
C9 -14.87 12.50 17.25
C10 -14.40 13.00 18.63
O14 -15.03 14.20 18.95
H25 -14.86 13.32 16.53
H26 -15.89 12.15 17.39
H27 -14.29 11.62 16.97
H28 -13.32 13.13 18.67
H29 -14.72 12.25 19.36
H30 -15.93 14.13 18.64
C11 -10.71 18.61 18.18
C12 -11.90 19.61 18.09
O15 -13.06 18.87 17.93
H31 -10.63 18.00 19.08
H32 -9.72 19.04 18.07
H33 -10.71 17.96 17.30
H34 -11.71 20.33 17.30
H35 -11.99 20.23 18.98
H36 -13.61 19.47 17.42
C13 -10.10 11.69 16.24
C14 -11.09 12.14 17.33
O16 -11.62 11.02 17.92
H37 -9.27 12.36 16.01
H38 -10.58 11.49 15.28
H39 -9.60 10.77 16.53
H40 -11.81 12.78 16.83
H41 -10.58 12.72 18.10
H42 -12.02 10.53 17.20
C15 -18.69 15.74 17.05
C16 -18.41 14.28 17.42
O17 -17.61 14.23 18.61
H43 -19.14 16.26 17.89
H44 -19.39 15.65 16.21
H45 -17.86 16.34 16.68
H46 -17.82 13.79 16.65
H47 -19.28 13.64 17.59
H48 -18.13 14.60 19.33
C17 -10.55 14.92 14.05
C18 -9.75 15.20 15.30
O18 -10.66 15.19 16.39
H49 -11.15 15.79 13.77
H50 -11.30 14.13 14.17
H51 -9.92 14.67 13.20
H52 -9.17 16.11 15.21
H53 -8.92 14.51 15.43
H54 -10.17 15.14 17.22
C19 -10.75 11.85 21.14
C20 -9.44 12.09 21.91
O19 -9.84 12.66 23.11
H55 -10.53 11.49 20.13
H56 -11.33 12.77 21.16
H57 -11.38 11.09 21.58
H58 -8.66 12.65 21.40
H59 -9.00 11.13 22.16
H60 -10.42 12.00 23.49
C21 -15.90 22.21 20.70
C22 -15.22 21.64 19.51
O20 -14.34 22.56 18.86
H61 -16.48 21.51 21.31
H62 -16.61 22.98 20.39
H63 -15.23 22.69 21.41
H64 -15.96 21.29 18.78
H65 -14.68 20.76 19.84
H66 -14.18 22.34 17.94

No. 3
A structure of composition C38H27BrCl5N7Ru. Source: OMol25; level of theory: wB97M-V/def2-TZVPD.

Strongest force on any atom = 0.7 eV Å⁻¹
HOMO (alpha / beta) = -0.3283 / -0.3287 hartree
Multiplicity = 2
Energy = -185504.3744 eV
Expectation value of S² = 0.77
Orbital gap (alpha / beta) = 5.13 / 5.14 eV
Charge = +1
Relative energy (zero: lowest compared OMol25 entry of this formula, charge and spin) = 76.1 kcal per mole
Lowest unoccupied orbital energy (alpha / beta) = -3.81 / -3.80 eV

CARTESIAN COORDINATES (ANGSTROEM)
Ru1 0.15 -0.44 -0.79
C1 1.67 -4.02 4.95
C2 1.26 -2.95 3.98
C3 0.08 -2.23 4.13
C4 -0.30 -1.26 3.23
C5 0.49 -0.91 2.12
N1 0.10 0.07 1.20
C6 -0.73 1.05 1.74
C7 -0.39 1.61 2.99
C8 -1.24 2.40 3.73
C9 -2.52 2.68 3.26
C10 -3.50 3.49 4.05
C11 -2.83 2.22 1.99
C12 -1.94 1.50 1.19
N2 -2.39 1.40 -0.19
C13 -2.72 2.66 -0.74
C14 -2.04 2.86 -1.92
C15 -1.35 1.72 -2.20
N3 -1.67 0.68 -1.24
C16 1.64 -1.68 1.96
C17 2.01 -2.67 2.86
N4 2.46 -1.52 0.80
C18 3.79 -1.70 0.72
C19 4.11 -1.87 -0.61
C20 2.89 -1.78 -1.28
N5 1.89 -1.57 -0.43
H1 0.94 -4.11 5.76
H2 2.64 -3.80 5.40
H3 1.76 -4.99 4.47
H4 -0.57 -2.45 4.97
H5 -1.24 -0.74 3.39
H6 0.58 1.34 3.40
H7 -0.91 2.79 4.69
H8 -3.29 3.42 5.12
H9 -4.52 3.14 3.89
H10 -3.46 4.54 3.78
H11 -3.82 2.43 1.60
H12 -3.31 3.35 -0.18
H13 -2.06 3.76 -2.51
H14 -0.67 1.51 -3.00
H15 2.91 -3.25 2.65
H16 4.40 -1.71 1.60
H17 5.08 -2.05 -1.03
H18 2.69 -1.87 -2.34
Cl1 -1.54 -1.94 0.05
C21 -2.81 -1.49 -1.03
C22 -2.66 -0.31 -1.77
C23 -3.44 -0.19 -2.93
Cl2 -3.22 1.00 -4.16
C24 -4.47 -1.12 -3.17
Cl3 -5.47 -0.95 -4.56
C25 -4.71 -2.18 -2.31
Cl4 -5.99 -3.27 -2.59
C26 -3.83 -2.39 -1.25
Cl5 -3.97 -3.78 -0.26
Br1 5.52 4.14 1.54
C27 4.27 3.15 0.53
C28 2.96 3.05 0.97
C29 2.06 2.30 0.24
C30 2.46 1.65 -0.92
C31 3.77 1.78 -1.36
C32 4.68 2.53 -0.64
N6 1.52 0.84 -1.64
C33 1.67 0.72 -2.91
C34 0.91 -0.30 -3.61
C35 1.00 -0.52 -4.98
C36 0.30 -1.59 -5.52
C37 -0.45 -2.39 -4.68
C38 -0.50 -2.10 -3.32
N7 0.15 -1.06 -2.79
H19 2.64 3.56 1.87
H20 1.03 2.22 0.57
H21 4.12 1.25 -2.24
H22 5.71 2.61 -0.97
H23 2.36 1.34 -3.47
H24 1.62 0.12 -5.59
H25 0.35 -1.79 -6.58
H26 -1.00 -3.24 -5.06
H27 -1.08 -2.70 -2.64